No. 1
C3H7N2 | ωB97M-V/def2-TZVPD

Cartesian coordinates (Å):
C (-0.9778, 0.6951, -0.2671)
C (-2.1920, 0.0106, 0.2511)
C (2.5483, -0.0805, -0.0459)
N (1.3786, 0.6309, 0.3766)
N (0.2101, 0.5288, 0.1031)
H (-0.9155, 1.0684, -1.3188)
H (-2.8150, -0.3565, -0.5838)
H (-2.7894, 0.7646, 0.9699)
H (-1.8876, -0.8481, 0.7974)
H (2.4710, -0.3790, -1.1921)
H (2.7126, -0.9423, 0.6249)
H (3.4742, 0.5111, -0.1043)

The energy above the lowest of the compared OMol25 structures with the same formula, charge and spin is 73.6 kcal/mol. The frontier orbital gap is 9.49 eV. As for the lowest unoccupied orbital energy: -5.8 eV. The highest occupied orbital energy is -15.3 eV. The SMILES is CC=[N+]=NC. Its net charge is +1.

Results of the Mulliken charge analysis, in e, for atoms 1 through 8: C 0.07; C -0.83; C -0.55; N -0.48; N 0.62; H 0.34; H 0.31; H 0.29

=====

No. 2
C2H2ClFS | ωB97M-V/def2-TZVPD

Cartesian coordinates (Å):
C (0.5588, -0.6160, 0.5099)
C (-0.5613, -0.5044, -0.4533)
H (0.6259, -0.8948, 1.5363)
H (-0.0419, -0.5576, -1.4062)
F (1.6649, -1.4877, -0.1207)
S (-2.0626, -0.0215, 0.0623)
Cl (1.0264, 1.2887, -0.0224)

The energy above the lowest of the compared OMol25 structures with the same formula, charge and spin is 35.4 kcal/mol. The frontier orbital gap is 8.09 eV. As for the lowest unoccupied orbital energy: -1.5 eV. The highest occupied orbital energy is -9.6 eV. The SMILES is F[C@@H](Cl)C=S.

The molecule's Mulliken atomic charges, reported in e, are given here: C 0.24; C -0.42; H 0.40; H 0.35; F -0.28; S -0.15; Cl -0.15

=====

No. 3
C6H20N9O10 | ωB97M-V/def2-TZVPD

Cartesian coordinates (Å):
N (29.3924, 5.5615, 8.7033)
H (30.3071, 5.9893, 8.6816)
H (28.7873, 5.5675, 9.5119)
H (29.5747, 4.5971, 8.4649)
H (28.9302, 5.9506, 7.8939)
C (27.8418, 6.1834, 5.3251)
O (28.0163, 6.6331, 6.5240)
O (27.8217, 7.1290, 4.4524)
O (27.9139, 4.9855, 5.0973)
C (30.6830, 1.9440, 7.7288)
O (30.3264, 3.1033, 7.6010)
O (30.5959, 1.2821, 8.7667)
O (31.1283, 1.3198, 6.7752)
C (28.7671, 2.8015, 11.0766)
O (28.1198, 2.8260, 12.1001)
N (29.9058, 3.2095, 10.9048)
N (28.2870, 2.4628, 9.9581)
H (30.3090, 3.4167, 11.8073)
H (30.3205, 3.0367, 10.0002)
H (28.8985, 2.1474, 9.2187)
H (27.3428, 2.1074, 9.9100)
C (32.8283, 5.7935, 8.1604)
O (31.8846, 6.4129, 8.6175)
N (32.7587, 4.6243, 7.5966)
N (34.0834, 6.0640, 8.2151)
H (31.9018, 4.1046, 7.4707)
H (33.6617, 4.2667, 7.3194)
H (34.2960, 6.8601, 8.7991)
H (34.8458, 5.5537, 7.7928)
C (25.6574, 3.3624, 7.9223)
O (24.7353, 2.7662, 8.4306)
N (25.8347, 4.6363, 8.0093)
N (26.6148, 2.8370, 7.2461)
H (25.3169, 5.1263, 8.7248)
H (26.3327, 5.1688, 7.3104)
H (26.6808, 1.8337, 7.1514)
H (27.1990, 3.4191, 6.6630)
C (28.9734, 7.4911, 11.3466)
O (28.5168, 6.3674, 11.1181)
N (29.3841, 7.9495, 12.5168)
N (28.9960, 8.4321, 10.5380)
H (29.4910, 7.3007, 13.2835)
H (29.4630, 8.9491, 12.6376)
H (28.5036, 8.5123, 9.6598)
H (29.5682, 9.1943, 10.8722)

The frontier orbital gap (alpha / beta) is 3.34 / 3.27 eV. As for the lowest unoccupied orbital energy (alpha / beta): 3.9 / 3.9 eV. The highest occupied orbital energy (alpha / beta) is 0.6 / 0.6 eV. Its net charge is -2. The spin multiplicity is 2. The expectation value of S² is 0.759.

Results of the Mulliken charge analysis, in e, for atoms 1 through 8: N 0.22; H 0.56; H 0.55; H -0.09; H 0.34; C 0.72; O -0.78; O -0.58